No. 1
Formula: C51H64AgFN3O8SSbSi3
Source: OMol25
Level of theory: ωB97M-V/def2-TZVPD

```
! RIJCOSX wB97M-V def2-TZVPD def2/J DEFGRID3
* xyz -2 1
C 3.467 4.321 -1.015
C 2.595 -3.925 -2.526
H -3.794 2.962 -7.051
Si 0.991 -3.447 -3.346
C -0.101 3.097 -0.164
H -5.612 2.466 -5.367
O 1.628 0.784 1.519
C -2.265 2.100 -5.880
H -1.469 2.308 -6.579
C 3.224 -2.054 4.192
C 3.553 2.339 2.614
O -0.851 2.610 3.423
C -0.124 2.121 2.279
H -2.780 5.290 3.707
H -1.336 7.665 -0.753
H -3.241 -5.099 -4.106
N 3.032 -2.730 5.394
N -2.952 1.191 -3.824
H 3.272 -2.198 6.218
C 0.278 -0.757 3.465
H -0.285 5.874 0.534
H 0.504 -4.996 1.451
H 0.928 -5.083 -5.185
H -0.690 -4.924 -4.486
H 0.986 3.631 4.372
H 3.747 1.536 1.917
C -2.330 -2.107 -5.032
H 1.312 -5.380 -0.063
H -4.604 -2.075 -1.792
O -0.778 1.943 -0.441
H -1.742 -7.101 -0.789
C -2.996 2.929 2.354
C 0.373 -4.984 -4.246
H -3.292 -3.909 0.336
H -2.727 2.300 1.503
H -1.837 -2.875 -5.635
C 4.551 3.230 2.988
H 0.200 -6.566 0.643
H -1.661 -1.247 -4.999
C 0.532 -1.595 5.709
H 0.958 3.850 1.613
C 4.271 4.277 3.855
C 2.346 -4.034 3.185
O 2.493 -4.501 6.720
H 3.039 -3.056 -2.037
H -0.731 1.369 1.775
H 4.083 5.187 -0.799
C 2.789 -2.046 1.789
H -3.515 -0.733 -2.022
C -3.550 2.453 -6.126
C -1.758 -6.220 -1.438
H -2.043 -3.674 1.564
F 1.826 -5.959 4.414
H -3.261 -1.821 -5.533
Sb -0.739 -2.553 -1.666
H 4.968 3.339 -2.206
C 2.979 4.419 4.346
C 0.072 -1.754 4.407
H 1.962 1.452 5.370
C -2.018 4.575 4.022
H -4.570 -3.961 -4.390
C 3.153 2.194 -2.057
C -2.015 6.374 -2.328
S -0.385 0.906 -4.227
C -0.768 5.630 -0.402
C 0.010 3.362 1.388
H 2.069 -4.523 2.261
C 1.608 -2.430 0.911
C 1.211 1.431 2.636
H -4.935 1.298 -3.260
C -1.892 1.417 -4.667
H 2.667 -0.973 1.974
H 3.721 -2.206 1.245
C 0.378 -5.499 0.491
H 3.519 1.372 -2.661
H -1.101 5.113 4.260
H 5.047 4.978 4.142
H 2.388 -2.477 -5.098
C 1.360 3.147 -0.732
H 0.389 -2.379 6.444
C -1.449 4.052 -2.042
H -2.480 7.171 -2.898
C -4.238 1.546 -4.047
H 2.739 5.235 5.019
H 1.267 1.253 -1.731
C 1.871 2.132 -1.529
H -3.479 2.318 3.120
H -2.368 4.048 4.911
C -4.588 2.176 -5.193
H 0.534 -5.888 -3.661
Ag 0.244 -0.028 -0.193
C 3.963 3.290 -1.804
C -4.003 -1.557 -2.545
C 2.575 -4.020 5.603
N 2.783 -2.741 3.079
H -4.683 -1.152 -3.302
H -2.533 4.826 -3.722
O -1.042 4.227 1.869
Si -2.746 -2.756 -3.318
H 3.275 -4.317 -3.288
Si -1.091 -4.780 -0.422
H 0.671 -2.281 -5.518
H -1.453 3.026 -2.356
H -2.768 -5.282 1.332
O 3.754 -0.969 4.158
H -0.427 -2.668 4.109
H 2.449 -4.683 -1.755
C -1.370 6.649 -1.130
H -2.777 -6.061 -1.766
C -0.800 4.310 -0.847
C 1.987 3.518 3.977
H -1.162 -6.438 -2.317
C -1.734 3.577 2.918
C 1.201 -0.427 6.045
C -2.430 -4.374 0.821
H 5.553 3.104 2.596
C 2.259 2.463 3.104
C 2.246 -4.674 4.355
C -3.806 -4.273 -3.671
C -2.047 5.061 -2.783
H 1.422 -1.185 -4.367
C 1.399 -2.224 -4.705
H -0.055 -0.914 2.447
H 1.823 5.067 0.115
C 2.185 4.246 -0.494
H -4.308 -4.645 -2.778
O 1.709 -2.049 -0.289
H 1.577 -0.288 7.053
O 0.643 -3.017 1.412
H -2.700 0.734 -2.954
C 0.957 0.415 3.782
H -3.690 3.696 2.007
C 1.411 0.563 5.091
*
```

Computed properties:
Kohn-Sham gap in eV: 5.9
LUMO level in hartree: 0.1350
Strongest force on any atom in Eh/bohr: 0.01447

---

No. 2
Formula: C51H64As2N5O8Rb
Source: OMol25
Level of theory: ωB97M-V/def2-TZVPD

```
! RIJCOSX wB97M-V def2-TZVPD def2/J DEFGRID3
* xyz -2 1
As -2.060 2.577 -2.271
O 1.515 -1.198 0.846
H -1.282 -3.701 -1.579
H -5.251 -1.621 -8.215
As 2.691 -0.813 1.993
Rb -1.348 -0.398 -0.505
H -3.447 3.493 -4.226
N -0.538 -2.434 -3.773
C 4.984 -0.570 0.155
C 6.054 -3.055 0.736
H 0.060 -3.148 5.726
H 0.828 4.689 -3.542
C -2.073 6.906 -4.792
H -1.274 1.053 -4.101
C -4.320 -0.426 -6.657
C 6.034 -1.068 -0.603
H 7.829 -3.957 -0.980
H 2.413 -2.658 8.603
H -0.657 -3.220 3.573
H 0.389 -2.910 2.215
H 8.709 -2.473 -0.807
C 0.332 2.031 4.776
C 2.342 -1.545 3.758
C -0.962 2.081 -3.778
H 0.112 2.034 -3.567
H -1.204 3.455 2.299
C -6.378 -1.253 3.455
C -4.368 -1.467 -4.479
H -2.907 7.522 -5.140
H 0.489 3.970 5.818
H -5.436 -3.281 -4.231
H -6.045 -1.459 -0.471
H 7.593 -2.554 -2.175
C 0.026 5.379 -3.829
C -4.490 0.227 3.522
H -3.218 5.933 -3.263
H 1.069 5.998 -5.598
H 4.401 1.462 0.690
C 7.763 -2.853 -1.129
H -3.766 0.959 4.004
N 1.458 -3.213 -3.270
H 6.481 -4.004 0.952
H -0.730 7.428 -6.394
H -0.914 -5.084 -2.614
N 2.699 0.972 2.097
H -2.066 4.926 -1.250
H -6.105 -3.430 -6.642
C -0.470 -4.226 -2.067
H -2.016 2.220 1.864
N -4.257 -0.670 -0.949
H 5.223 -0.658 5.352
C -3.654 3.005 -3.282
O 3.455 -3.865 -0.918
H -0.538 1.622 5.284
C -5.165 -0.942 -0.090
H 0.294 -4.602 -1.332
H 4.774 -4.486 2.543
C -1.216 5.321 -3.131
O -3.245 0.671 1.567
C 0.900 3.269 5.112
C 6.625 -2.305 -0.298
H 2.437 4.629 4.640
H -3.931 0.302 -7.375
C -1.390 4.468 -1.965
C -2.263 6.058 -3.721
O -4.119 3.215 -0.078
H -5.663 -0.287 5.267
H -0.485 4.311 -1.331
C 1.877 -2.379 6.489
C 4.545 -0.554 4.489
C 2.032 3.697 4.388
C -4.993 -1.565 -7.141
H 3.599 3.162 3.073
H 3.450 0.742 -0.584
O -2.584 -1.279 -2.960
N -4.713 -1.053 -2.177
C 0.173 6.127 -4.968
H -3.563 3.700 0.553
H 3.185 -3.819 2.095
H 0.760 -1.987 8.248
C 0.976 1.207 3.836
H -4.117 2.349 0.343
H 0.051 -0.863 -5.027
H -1.506 -2.213 -3.623
C 0.162 -3.306 -3.016
O 1.720 -2.632 0.717
H -0.453 -1.567 2.977
C 1.180 -2.249 4.112
C 2.132 1.584 3.167
H 6.321 -0.398 -1.424
H 0.605 2.496 0.007
C -6.183 -1.384 2.104
C -5.456 -2.563 -6.282
C -5.123 -2.528 -4.958
H -1.137 2.726 -4.658
C -0.866 6.876 -5.481
C -5.520 -0.439 4.187
H 5.166 -0.842 3.581
O 1.342 1.943 -0.251
C 2.702 2.801 3.581
C -4.200 0.044 2.112
H -4.300 2.141 -3.458
H 0.456 0.300 3.559
O -1.736 3.119 1.573
C 4.914 -2.601 1.483
C 1.544 -2.200 -4.224
C 3.041 -1.718 6.099
C 3.289 -1.315 4.792
H 2.543 -1.847 -4.529
H 4.184 -3.139 3.394
C 4.214 -3.554 2.414
C 0.089 -2.535 3.160
H -6.764 -2.128 1.577
H 1.833 1.689 0.582
H -7.198 -1.789 3.923
C 1.549 -2.658 7.946
C 0.329 -1.706 -4.490
H 5.303 1.295 -0.830
C 4.427 -1.351 1.203
H -3.334 0.333 -4.921
H 1.141 -3.652 8.153
H 4.295 0.485 4.280
C 0.959 -2.610 5.452
H -4.249 3.688 -2.667
H 2.967 -3.873 -1.735
C -3.982 -0.432 -5.309
C -5.168 -0.740 1.378
C -3.831 -1.305 -3.080
H 3.787 -1.547 6.839
C 4.518 0.844 -0.218
H 2.886 -3.384 -0.283
*
```

Computed properties:
Kohn-Sham gap in eV: 6.0
LUMO level in hartree: 0.1366
Strongest force on any atom in Eh/bohr: 0.05076

---

No. 3
Formula: C51H64As2N6OS6TeTi
Source: OMol25
Level of theory: ωB97M-V/def2-TZVPD

```
! RIJCOSX wB97M-V def2-TZVPD def2/J DEFGRID3
* xyz -1 2
H -1.915 -0.698 6.762
H 1.157 6.250 4.708
C 0.535 -2.325 5.101
N -1.220 2.365 -3.243
H -1.578 3.267 -3.534
H -0.572 -2.326 2.098
H -5.160 -2.098 -2.350
H 2.422 1.757 -5.366
H -4.471 -3.786 0.664
C -1.551 1.434 5.168
H -3.918 -0.224 -7.791
C 2.657 4.922 -4.056
H -4.294 -0.689 2.648
H -2.436 1.365 5.802
H 0.993 3.641 -3.628
S -0.645 -4.669 -2.083
C 4.983 1.058 1.519
H 3.301 1.819 0.432
C 1.309 2.869 4.352
C -0.930 -1.588 -6.964
C 1.486 1.202 -5.319
C -2.411 -3.475 2.363
H -0.853 -3.556 0.872
H 0.058 3.749 -1.533
C 4.906 -1.273 2.089
H 4.822 2.167 -2.464
C -1.953 -1.092 -7.761
C -3.063 -2.340 -0.097
H 2.977 0.961 -1.869
C -4.744 -2.989 -2.807
H -0.911 2.231 5.551
H 0.358 4.531 2.096
C 3.093 6.102 6.629
N 0.596 -0.265 0.801
C -2.930 -4.056 -3.985
H 4.502 5.977 -4.378
H -0.745 -2.868 6.738
H -4.348 -3.044 2.893
H -0.502 5.549 3.256
H -2.978 0.017 0.873
H -2.114 -3.523 3.410
H 3.553 3.446 6.844
N -3.656 -2.660 2.253
C -1.337 -2.807 1.497
C -4.891 -5.312 -3.387
C 2.210 1.546 -2.370
H -5.064 -2.091 0.791
H -5.427 -6.250 -3.359
H 2.698 -1.518 -4.801
C -0.099 4.550 3.089
H -3.195 -6.131 -4.411
H 3.628 1.238 6.286
H -2.648 -4.477 1.974
H 3.039 5.929 7.705
C 2.827 2.770 -2.958
C 4.808 4.082 -3.422
H 1.460 1.807 -1.619
C -0.472 -2.098 6.027
C 2.865 -0.897 -3.920
C -1.064 -1.623 -5.587
C 3.751 0.949 0.896
H -2.878 -1.220 3.573
H 0.657 1.891 -5.476
H -3.422 -1.593 -0.804
H -2.725 -3.226 -0.647
H 3.019 0.711 4.706
C 2.807 3.663 6.086
C -1.128 -0.877 6.036
H 3.140 -2.331 1.448
H 1.685 -1.487 3.499
H -1.844 -1.082 -8.837
H 6.531 0.030 2.593
C 3.666 -1.383 1.476
C 0.222 -0.099 4.202
N -1.930 -1.770 0.637
Ti -0.093 -1.123 -0.945
H 1.052 -3.276 5.078
H 2.044 5.693 -4.508
H -0.848 -2.606 -2.893
C -4.193 -2.746 0.864
S 0.672 -3.546 -0.984
S -3.607 -5.758 -0.170
H 5.883 4.196 -3.367
C -0.803 0.132 5.131
C -2.435 -0.688 1.496
H 3.749 -0.280 -4.094
H -6.429 -4.228 -2.356
Te 0.838 1.365 2.784
C 2.269 2.616 5.347
H -0.025 -1.961 -7.426
S -2.066 -7.760 -2.496
H 5.488 2.015 1.549
H -1.849 1.725 4.158
H -1.717 1.606 -3.692
N -0.794 3.325 -1.179
C 4.034 5.083 -3.990
C 1.476 5.230 4.898
As 1.290 0.232 -3.582
H -0.736 3.118 -0.188
As -1.675 -6.452 -0.885
C 3.083 -0.272 0.879
N -1.218 -1.718 -2.530
H 3.030 -1.545 -3.061
C -2.242 -1.167 -5.008
H 1.472 0.470 -6.127
H -0.263 -1.999 -4.961
C -3.359 -1.249 2.597
C 2.063 3.779 -3.549
S -1.799 0.861 -1.094
C 4.209 2.939 -2.915
C 0.919 4.199 4.146
H -1.956 -4.007 -4.452
S -2.593 -1.371 -3.262
C 5.564 -0.054 2.114
C 1.734 -0.452 0.241
C 2.437 4.983 5.864
C -3.266 -0.652 -5.800
C -3.471 -2.937 -3.364
H 1.976 0.630 6.121
H -4.176 -0.304 -5.324
H 5.362 -2.141 2.547
C -1.200 2.214 -1.876
O 1.775 -0.909 -0.998
C -3.120 -0.613 -7.173
C -3.636 -5.244 -3.978
H -1.582 -0.167 1.925
H 2.622 7.059 6.406
H -0.919 3.832 3.085
C -5.451 -4.178 -2.816
C 0.879 -1.326 4.205
C 2.754 1.221 5.634
H 4.149 6.173 6.360
*
```

Computed properties:
Energy above the lowest of the compared OMol25 structures with the same formula, charge and spin in kcal/mol: 57.1
Kohn-Sham gap (alpha / beta) in eV: 3.7 / 3.7
LUMO level (alpha / beta) in hartree: 0.0472 / 0.0472
Strongest force on any atom in Eh/bohr: 0.05201

---

- Among the records above, which one has the lowest strongest force on any atom?
  C51H64AgFN3O8SSbSi3

---

- What is the strongest force on any atom in the second record?
  0.05076 Eh/bohr